{"formula": "C21H42N2O2", "method": "ωB97M-V/def2-TZVPD", "elements": ["C", "C", "C", "C", "N", "C", "C", "C", "C", "C", "O", "C", "C", "C", "C", "O", "N", "C", "C", "C", "C", "C", "C", "C", "C", "H", "H", "H", "H", "H", "H", "H", "H", "H", "H", "H", "H", "H", "H", "H", "H", "H", "H", "H", "H", "H", "H", "H", "H", "H", "H", "H", "H", "H", "H", "H", "H", "H", "H", "H", "H", "H", "H", "H", "H", "H", "H"], "positions_angstrom": [[-2.728816, -1.755728, -2.153900], [-2.577834, -2.001845, -0.653886], [-3.799627, -1.471691, 0.088984], [-1.268999, -1.343089, -0.178357], [-0.889294, -1.619349, 1.191280], [-0.013785, -2.758873, 1.409378], [-0.693739, -4.135005, 1.408765], [0.350806, -5.197414, 1.744608], [-1.838739, -4.175416, 2.414731], [-1.150094, -0.830578, 2.269462], [-0.742188, -1.132057, 3.380311], [-1.920515, 0.464029, 2.085296], [-1.028295, 1.648749, 2.473962], [0.252887, 1.732499, 1.642586], [-0.004546, 2.045796, 0.177685], [-1.131046, 2.140851, -0.282717], [1.082881, 2.182558, -0.621070], [0.834841, 2.394826, -2.039371], [0.408631, 1.111159, -2.768669], [1.467879, 0.019900, -2.644349], [0.133758, 1.427958, -4.235693], [2.452479, 2.164676, -0.157154], [2.952810, 3.516093, 0.389755], [4.345366, 3.328236, 0.987193], [2.976185, 4.591656, -0.692456], [-3.641481, -2.216753, -2.523570], [-2.778303, -0.687917, -2.356636], [-1.887579, -2.172315, -2.704214], [-2.512723, -3.079965, -0.482429], [-3.680519, -1.584489, 1.163619], [-3.956273, -0.419248, -0.135826], [-4.688623, -2.020181, -0.215802], [-0.458187, -1.711295, -0.816448], [-1.343391, -0.267544, -0.338399], [0.447322, -2.608947, 2.389724], [0.771659, -2.744816, 0.643958], [-1.084620, -4.346026, 0.407421], [0.746085, -5.033640, 2.744480], [1.177531, -5.165952, 1.037569], [-0.092756, -6.189633, 1.709058], [-2.267632, -5.173971, 2.464604], [-1.477952, -3.897473, 3.401780], [-2.623713, -3.478347, 2.134013], [-2.766852, 0.433743, 2.775177], [-2.297985, 0.617010, 1.082492], [-0.747616, 1.545901, 3.523800], [-1.597930, 2.571273, 2.350532], [0.898164, 2.500967, 2.069773], [0.783037, 0.777953, 1.705988], [1.738825, 2.794471, -2.498391], [0.029615, 3.129208, -2.137904], [-0.517201, 0.759233, -2.307307], [1.650826, -0.225133, -1.600623], [1.138261, -0.882471, -3.154729], [2.404414, 0.341389, -3.097311], [-0.639525, 2.186782, -4.324994], [1.035139, 1.794604, -4.723545], [-0.200251, 0.535419, -4.759130], [2.566266, 1.404982, 0.620772], [3.088574, 1.872530, -0.995932], [2.274286, 3.849703, 1.180906], [5.043713, 2.991410, 0.223804], [4.328183, 2.591117, 1.786743], [4.712089, 4.266516, 1.395576], [3.356527, 5.524472, -0.282278], [3.623227, 4.295018, -1.515917], [1.976365, 4.774471, -1.076775]], "atomic_forces_ev_per_a": [[0.066, -0.166, 0.253], [0.032, 0.182, -0.053], [0.218, -0.189, -0.053], [-0.342, -0.064, -0.291], [0.181, -0.176, -0.052], [0.144, -0.319, 0.132], [0.074, 0.061, 0.145], [-0.174, 0.176, -0.199], [0.104, -0.002, -0.234], [-0.235, 0.184, -0.057], [0.016, 0.096, 0.377], [0.051, 0.111, 0.115], [0.071, -0.059, -0.168], [-0.379, 0.074, 0.142], [0.365, -0.063, 0.251], [-0.409, 0.084, -0.040], [0.037, 0.063, -0.349], [-0.508, -0.215, -0.177], [0.215, 0.103, -0.102], [-0.263, 0.160, 0.045], [-0.064, -0.049, 0.311], [0.159, 0.280, 0.517], [0.211, -0.143, -0.187], [-0.314, 0.038, 0.005], [-0.138, -0.128, 0.249], [-0.088, -0.018, -0.096], [-0.015, 0.168, -0.066], [0.091, -0.030, -0.124], [0.040, 0.022, 0.012], [-0.074, 0.021, 0.147], [-0.041, 0.165, -0.005], [-0.106, -0.028, 0.005], [0.008, 0.086, 0.022], [0.030, -0.009, -0.068], [0.021, -0.068, -0.183], [-0.034, 0.030, 0.026], [0.013, 0.006, 0.017], [0.075, 0.002, 0.145], [0.136, -0.046, -0.047], [0.005, -0.119, 0.015], [-0.078, -0.093, 0.016], [0.015, 0.035, 0.146], [-0.138, 0.083, 0.035], [0.008, -0.099, -0.049], [-0.052, -0.032, 0.048], [-0.033, 0.037, -0.042], [0.002, -0.013, 0.048], [0.128, -0.087, -0.025], [0.153, 0.037, 0.021], [0.044, 0.034, 0.016], [0.147, 0.012, -0.065], [0.018, 0.045, 0.016], [0.084, -0.090, 0.123], [0.015, -0.137, -0.036], [0.164, 0.014, -0.062], [-0.095, 0.103, -0.082], [0.117, 0.049, -0.107], [-0.031, -0.068, -0.115], [0.054, -0.008, -0.086], [-0.003, -0.068, 0.046], [-0.015, -0.069, -0.011], [0.133, -0.046, -0.090], [0.065, -0.094, 0.102], [0.095, 0.074, 0.043], [0.029, 0.116, -0.007], [0.085, -0.025, -0.138], [-0.091, 0.070, -0.124]], "nbo_charge": [-0.6085, -0.2119, -0.6139, -0.2281, -0.4533, -0.2209, -0.2211, -0.6009, -0.6116, 0.6971, -0.6582, -0.5141, -0.3660, -0.5076, 0.6967, -0.6604, -0.4517, -0.2155, -0.2163, -0.6154, -0.6062, -0.1996, -0.2248, -0.6061, -0.6097, 0.2126, 0.2060, 0.2038, 0.1952, 0.2099, 0.2064, 0.2117, 0.1986, 0.2278, 0.2404, 0.1855, 0.1868, 0.2054, 0.2036, 0.2099, 0.2056, 0.2200, 0.2075, 0.2358, 0.2371, 0.2218, 0.2151, 0.2270, 0.2259, 0.1958, 0.2248, 0.2132, 0.2066, 0.2115, 0.1982, 0.2116, 0.1977, 0.2109, 0.2078, 0.2045, 0.1953, 0.2020, 0.2090, 0.2139, 0.2135, 0.1987, 0.2136], "smiles": "CC(C)CN(CC(C)C)C(=O)CCCC(=O)N(CC(C)C)CC(C)C", "homo_ev": -8.9, "e_above_lowest_kj_mol": 0.0, "lumo_ev": 0.680, "e_tot_ev": -29535.88170}